No. 1
The following is a quantum chemistry calculation of C22H27N3O2 in the gas phase, from the OMol25 dataset.

Geometry as XYZ:
```
54
Properties=species:S:1:pos:R:3:nbo_charge:R:1
C -6.617 -2.402 -0.754 -0.620
C -5.231 -1.842 -0.478 -0.058
H -4.581 -1.982 -1.351 0.176
H -4.778 -2.344 0.387 0.177
O -5.373 -0.458 -0.208 -0.497
C -4.254 0.226 0.124 0.466
N -4.397 1.525 0.454 -0.148
N -3.248 2.121 0.767 -0.305
C -2.313 1.180 0.646 0.177
C -0.931 1.288 0.862 -0.166
C -0.149 0.173 0.695 -0.144
C -0.719 -1.057 0.278 -0.249
C -2.057 -1.190 0.045 -0.169
C -2.892 -0.073 0.237 -0.234
H -2.457 -2.137 -0.287 0.208
H -0.071 -1.905 0.104 0.209
C 1.319 0.309 0.929 0.666
O 1.929 1.333 0.688 -0.622
N 1.912 -0.794 1.447 -0.617
H 1.344 -1.587 1.700 0.392
C 3.330 -0.890 1.696 -0.233
H 3.515 -0.941 2.776 0.190
H 3.776 0.027 1.306 0.247
C 3.925 -2.126 1.019 -0.405
C 3.818 -2.091 -0.508 -0.393
H 3.744 -3.114 -0.885 0.205
H 2.904 -1.565 -0.790 0.205
C 5.018 -1.422 -1.191 -0.417
C 5.134 0.040 -0.862 -0.037
C 6.117 0.503 0.003 -0.228
C 6.198 1.847 0.323 -0.209
C 5.296 2.745 -0.220 -0.224
C 4.318 2.295 -1.091 -0.182
C 4.242 0.953 -1.411 -0.163
H 3.475 0.606 -2.089 0.200
H 3.608 2.988 -1.513 0.213
H 5.353 3.792 0.036 0.211
H 6.965 2.192 1.001 0.209
H 6.823 -0.194 0.433 0.204
H 4.903 -1.537 -2.272 0.214
H 5.932 -1.942 -0.893 0.202
H 3.399 -3.008 1.399 0.195
H 4.971 -2.217 1.315 0.207
H -0.492 2.228 1.156 0.240
C -5.629 2.269 0.443 -0.216
C -6.013 2.674 -0.977 -0.612
H -6.171 1.789 -1.589 0.213
H -6.930 3.256 -0.960 0.215
H -5.222 3.274 -1.420 0.218
H -6.412 1.645 0.882 0.211
H -5.464 3.151 1.062 0.229
H -7.062 -1.891 -1.603 0.215
H -7.257 -2.257 0.112 0.215
H -6.548 -3.463 -0.972 0.218
```

- Frontier orbital gap: 8.3 eV
- SMILES: CCOc1c2ccc(C(=O)NCCCCc3ccccc3)cc2nn1CC
- Total charge: 0
- Relative energy (zero: lowest compared OMol25 entry of this formula, charge and spin): 188.0 kJ/mol
- Strongest force on any atom: 1.1 eV/A

---

No. 2
The following is a quantum chemistry calculation of a molecular structure, C20H9CoF5N2O4S4Sb, from the OMol25 dataset.

Geometry as XYZ:
```
46
Properties=species:S:1:pos:R:3:nbo_charge:R:1
Co -1.027 -0.735 0.509 0.566
S 3.108 -0.296 4.503 -0.846
Sb 1.407 -1.761 4.518 0.900
S -0.333 -1.573 2.414 -0.484
S -0.645 -0.490 4.189 -0.399
F -2.338 5.014 3.628 -0.317
C -2.865 4.174 2.712 0.193
C -2.251 2.977 2.419 0.310
F -1.097 2.677 3.032 -0.305
C -2.817 2.116 1.502 0.263
F -2.140 0.965 1.289 -0.330
C -4.029 2.355 0.834 -0.236
S -4.813 1.230 -0.197 -0.427
C -4.577 3.617 1.139 0.277
F -5.713 4.008 0.540 -0.315
C -4.026 4.495 2.045 0.253
F -4.618 5.681 2.298 -0.321
N 0.655 -6.415 -3.629 -0.336
C 0.432 -5.534 -2.934 0.300
C 0.147 -4.427 -2.039 -0.152
C 1.117 -3.504 -1.718 -0.198
C 0.804 -2.473 -0.845 0.063
N -0.402 -2.324 -0.304 -0.385
C -1.333 -3.234 -0.600 0.076
C -1.102 -4.292 -1.461 -0.213
H 2.115 -3.584 -2.125 0.229
H 1.546 -1.741 -0.549 0.238
H -2.287 -3.100 -0.113 0.234
H -1.881 -5.012 -1.665 0.226
O -0.896 0.398 -3.417 -0.696
C -0.587 0.275 -2.230 0.767
O -1.354 -0.064 -1.268 -0.775
C 0.879 0.504 -1.849 -0.144
C 1.865 0.267 -2.798 -0.201
C 3.232 0.375 -2.490 -0.290
C 3.547 0.723 -1.200 0.209
O 4.793 0.875 -0.631 -0.505
C 4.542 1.102 0.765 0.237
O 3.159 1.368 0.922 -0.481
C 2.572 0.999 -0.266 0.274
C 1.235 0.898 -0.550 -0.259
H 1.545 -0.010 -3.796 0.232
H 4.004 0.187 -3.228 0.210
H 5.123 1.957 1.104 0.155
H 4.815 0.213 1.338 0.156
H 0.489 1.120 0.199 0.249
```

- Frontier orbital gap (alpha / beta): 5.2 / 5.2 eV
- Total charge: -2
- Relative energy (zero: lowest compared OMol25 entry of this formula, charge and spin): 276.1 kJ/mol
- Strongest force on any atom: 1.0 eV/A

---

No. 3
The following is a quantum chemistry calculation of a molecular structure, C27H27BF6N4O4PS2Ti, from the OMol25 dataset.

Geometry as XYZ:
```
73
Properties=species:S:1:pos:R:3:mulliken_spin:R:1
Ti -0.047 -0.247 -0.027 1.858
F 2.586 1.244 5.250 0.000
C 2.414 0.345 4.286 -0.002
F 3.591 -0.212 4.005 0.000
F 1.591 -0.611 4.729 0.000
S 1.722 1.126 2.763 0.009
O 1.428 -0.003 1.913 -0.012
O 2.718 2.055 2.352 0.000
N 0.448 1.838 3.355 0.005
S -1.022 1.681 2.853 -0.001
O -1.778 2.871 3.059 -0.001
O -1.156 1.022 1.571 -0.056
C -1.758 0.456 4.023 0.001
F -1.767 0.920 5.268 0.000
F -1.049 -0.673 3.989 0.000
F -3.012 0.184 3.661 0.001
C -3.551 2.370 -0.651 0.008
C -2.877 3.540 -1.313 -0.012
C -3.493 4.787 -1.353 0.000
C -2.892 5.873 -1.969 0.000
C -1.653 5.723 -2.571 0.000
C -1.026 4.486 -2.549 0.002
C -1.617 3.391 -1.918 -0.017
P -0.805 1.756 -1.870 0.072
C 0.857 1.998 -2.579 -0.011
C 1.243 1.340 -3.746 0.016
C 2.571 1.317 -4.142 -0.004
C 3.529 1.962 -3.380 0.008
C 3.151 2.642 -2.232 -0.012
C 1.827 2.672 -1.811 0.031
C 1.463 3.377 -0.532 -0.027
C -1.737 0.833 -3.130 -0.016
C -2.359 1.459 -4.212 -0.007
C -3.040 0.713 -5.160 0.000
C -3.091 -0.669 -5.026 0.000
C -2.475 -1.291 -3.952 0.006
C -1.787 -0.568 -2.968 -0.017
C -1.145 -1.250 -1.796 0.014
H -4.489 2.673 -0.187 0.001
H -2.906 1.940 0.116 0.002
H -3.765 1.581 -1.378 0.000
H -4.463 4.908 -0.883 0.000
H -3.391 6.835 -1.976 0.000
H -1.174 6.565 -3.056 0.000
H -0.057 4.359 -3.017 0.000
H 0.502 0.808 -4.328 0.002
H 2.861 0.763 -5.026 0.000
H 4.575 1.900 -3.651 0.001
H 3.904 3.124 -1.620 0.000
H 2.355 3.695 0.006 0.004
H 0.892 2.713 0.132 0.050
H 0.833 4.250 -0.713 0.001
H -2.307 2.538 -4.302 0.000
H -3.525 1.200 -5.997 0.000
H -3.616 -1.265 -5.765 0.000
H -2.522 -2.371 -3.859 0.000
H -0.322 -1.883 -2.158 -0.009
H -1.875 -1.977 -1.406 -0.004
N 0.358 -2.640 2.053 0.022
C -0.177 -3.614 2.810 0.016
C -1.522 -3.626 2.537 -0.006
C -1.713 -2.604 1.596 0.031
N -0.562 -2.013 1.318 0.029
H 1.303 -2.289 2.037 0.011
H 0.429 -4.215 3.466 0.001
H -2.265 -4.282 2.959 0.000
H -2.615 -2.280 1.105 0.000
B 4.395 -1.129 -2.021 0.004
C 2.991 -0.840 -1.377 0.106
N 1.954 -0.636 -0.909 -0.104
H 5.107 -0.190 -1.730 0.001
H 4.236 -1.216 -3.220 0.002
H 4.806 -2.167 -1.544 0.003
```

- Frontier orbital gap (alpha / beta): 6.2 / 7.5 eV
- Total charge: -1
- 2S+1: 3
- Relative energy (zero: lowest compared OMol25 entry of this formula, charge and spin): 0.0 kJ/mol
- Strongest force on any atom: 0.7 eV/A

---

No. 4
The following is a quantum chemistry calculation of 6 unconnected molecules or ions with the total composition C40H90N6O3, from the OMol25 dataset.

Geometry as XYZ:
```
139
Properties=species:S:1:pos:R:3:mulliken_spin:R:1
N -5.137 20.733 -7.304 0.074
O -4.019 20.934 -6.966 -0.066
O -5.666 21.471 -8.190 -0.028
O -5.806 19.821 -6.863 -0.051
C -2.859 26.930 -11.580 0.000
C -2.924 25.345 -11.836 0.000
C -4.456 24.746 -11.745 0.002
N -4.570 23.222 -12.187 -0.004
C -6.088 23.012 -12.390 -0.001
C -3.990 22.320 -11.077 0.004
C -3.234 21.271 -11.900 0.001
C -2.684 21.969 -13.103 0.000
C -3.956 22.782 -13.532 0.000
H -3.507 27.358 -12.345 0.000
H -1.843 27.239 -11.825 0.000
H -3.143 27.230 -10.572 0.000
H -2.225 24.881 -11.140 0.001
H -2.412 25.030 -12.745 0.000
H -5.088 25.367 -12.380 0.000
H -4.945 24.895 -10.783 -0.001
H -6.359 21.964 -12.517 0.000
H -6.390 23.486 -13.324 0.000
H -6.676 23.350 -11.537 0.001
H -4.801 21.835 -10.534 0.000
H -3.361 23.033 -10.543 -0.003
H -3.814 20.363 -12.066 0.000
H -2.411 20.856 -11.318 0.000
H -2.217 21.386 -13.897 0.000
H -1.902 22.650 -12.769 0.000
H -4.582 22.158 -14.170 0.000
H -3.597 23.688 -14.019 0.000
C -4.310 18.524 -9.765 -0.009
C -4.426 17.409 -8.771 0.003
C -5.930 17.004 -8.563 -0.011
N -6.136 15.844 -7.507 -0.068
C -5.341 14.576 -7.797 0.021
C -5.907 16.378 -6.092 -0.075
C -6.818 15.514 -5.202 0.021
C -7.961 15.019 -6.053 0.005
C -7.662 15.574 -7.437 0.008
H -5.178 19.183 -9.769 -0.004
H -4.170 18.153 -10.780 0.000
H -3.422 19.135 -9.598 0.003
H -3.979 17.834 -7.872 -0.003
H -3.811 16.551 -9.039 0.011
H -6.266 16.575 -9.507 0.001
H -6.612 17.822 -8.330 0.013
H -4.279 14.807 -7.878 0.003
H -5.748 14.209 -8.740 0.000
H -5.476 13.924 -6.934 -0.002
H -4.826 16.389 -5.947 0.038
H -6.169 17.435 -6.144 0.057
H -6.237 14.635 -4.923 -0.008
H -7.242 16.062 -4.361 -0.011
H -7.978 13.933 -6.148 0.003
H -8.994 15.228 -5.773 -0.003
H -7.896 14.902 -8.263 0.003
H -8.308 16.445 -7.545 -0.002
C -2.528 22.622 -4.445 -0.411
C -1.862 23.669 -3.628 -0.507
C -1.828 23.377 -2.118 0.245
N -1.196 24.502 -1.284 -0.977
C -1.629 25.904 -1.710 0.372
C 0.346 24.398 -1.312 -0.037
C 0.652 23.205 -0.378 0.045
C -0.531 23.017 0.563 0.058
C -1.480 24.154 0.184 0.385
H -1.964 21.700 -4.585 -0.083
H -2.893 22.964 -5.413 0.190
H -3.451 22.327 -3.946 0.268
H -2.365 24.597 -3.899 0.159
H -0.856 23.860 -4.002 0.035
H -1.311 22.469 -1.804 -0.086
H -2.846 23.337 -1.731 0.843
H -1.241 26.540 -0.914 0.031
H -2.718 25.882 -1.751 -0.122
H -1.180 25.994 -2.699 0.011
H 0.623 25.342 -0.842 0.029
H 0.788 24.384 -2.309 0.049
H 1.581 23.300 0.184 0.015
H 0.856 22.295 -0.943 -0.009
H -0.125 23.020 1.574 -0.032
H -1.092 22.099 0.387 -0.053
H -1.167 24.972 0.832 0.059
H -2.541 23.970 0.355 -0.190
C -5.809 20.773 -3.431 0.921
C -4.859 19.788 -2.803 -0.820
C -5.378 18.321 -3.024 0.134
N -4.533 17.202 -2.308 -0.534
C -3.147 17.148 -2.972 0.307
C -5.239 15.854 -2.326 -0.059
C -4.798 15.110 -1.060 0.023
C -4.617 16.178 -0.017 -0.035
C -4.398 17.509 -0.820 0.347
H -5.453 21.790 -3.265 -0.016
H -6.839 20.693 -3.084 0.281
H -5.749 20.593 -4.504 0.128
H -4.805 20.049 -1.746 0.021
H -3.870 19.891 -3.250 0.162
H -5.368 18.017 -4.071 -0.076
H -6.394 18.235 -2.639 -0.067
H -3.325 17.009 -4.038 0.042
H -2.520 16.349 -2.575 0.016
H -2.652 18.104 -2.799 -0.073
H -4.904 15.306 -3.207 0.055
H -6.307 16.066 -2.376 0.024
H -3.864 14.572 -1.226 0.003
H -5.451 14.304 -0.724 -0.002
H -3.866 15.948 0.738 -0.015
H -5.478 16.440 0.598 -0.009
H -3.448 17.996 -0.601 -0.041
H -5.190 18.199 -0.529 0.071
C -3.378 25.556 -7.068 0.025
C -4.862 25.431 -7.465 -0.116
C -5.599 24.572 -6.478 0.156
N -7.152 24.487 -6.681 -0.265
C -7.601 24.394 -8.123 0.011
C -7.716 23.216 -5.954 -0.515
C -9.170 23.538 -5.632 -0.044
C -9.120 24.999 -5.195 0.028
C -7.899 25.650 -5.940 0.116
H -2.872 26.273 -7.714 -0.004
H -2.969 24.567 -7.274 0.016
H -3.176 25.765 -6.018 -0.007
H -5.014 25.157 -8.509 0.008
H -5.310 26.423 -7.500 0.016
H -5.354 24.803 -5.441 0.204
H -5.282 23.535 -6.587 0.020
H -7.173 23.512 -8.600 -0.007
H -7.385 25.353 -8.593 -0.001
H -8.688 24.343 -8.183 0.019
H -7.776 22.355 -6.620 0.026
H -7.127 23.027 -5.056 0.320
H -9.817 23.463 -6.506 0.015
H -9.510 22.921 -4.800 0.030
H -9.983 25.638 -5.379 0.010
H -9.015 25.058 -4.111 -0.037
H -8.380 26.396 -6.573 0.017
H -7.218 26.075 -5.202 -0.036
```

- Frontier orbital gap (alpha / beta): 2.2 / 9.1 eV
- Total charge: +3
- 2S+1: 2
- Relative energy (zero: lowest compared OMol25 entry of this formula, charge and spin): 0.0 kJ/mol
- Strongest force on any atom: 3.7 eV/A